20
Properties=species:S:1:pos:R:3:forces:R:3:nbo_charge:R:1 method="wB97M-V/def2-TZVPD" max_force_ev_per_a=2.843 homo_lumo_gap_ev="6.941 / 6.939" spin_multiplicity=1 de_lowest_ev=4.7697 e_lumo_ev="-0.62 / -0.62"
C 0.147 -2.687 -0.083 -0.56 0.68 0.34 0.77
C -1.311 1.778 0.651 -0.02 -0.05 0.46 -0.47
C -1.140 2.121 -0.827 -0.01 0.11 -0.43 -0.45
C -0.786 0.814 -0.301 1.48 -0.70 -0.31 0.40
C -0.732 -1.507 0.409 -0.17 -0.58 0.37 -0.34
C 2.079 0.834 0.034 -2.66 0.83 -0.56 0.57
N -0.783 -0.461 -0.594 -0.17 0.85 -0.11 -0.49
O -0.358 -3.651 -0.579 -0.10 -0.23 -0.18 -0.56
O 1.445 -2.562 0.068 0.70 -0.23 -0.03 -0.66
F 2.894 1.861 0.378 0.43 -0.46 0.04 -0.38
F 2.100 -0.055 1.135 0.56 -0.35 0.24 -0.44
F 2.698 0.130 -0.966 0.41 0.03 0.28 -0.40
H -0.645 2.245 1.360 0.19 -0.03 -0.07 0.27
H -2.306 1.607 1.044 -0.08 -0.11 -0.11 0.24
H -2.012 2.202 -1.464 -0.13 -0.13 0.06 0.24
H -0.351 2.807 -1.093 0.16 -0.10 0.10 0.27
H -0.351 -1.096 1.346 0.02 0.07 -0.15 0.24
H -1.740 -1.906 0.567 0.24 0.00 -0.01 0.23
H -0.605 -0.744 -1.552 -0.05 0.22 0.08 0.43
H 1.758 -1.729 0.468 -0.23 0.18 -0.01 0.52

---

21
Properties=species:S:1:pos:R:3:forces:R:3:nbo_charge:R:1 method="wB97M-V/def2-TZVPD" max_force_ev_per_a=0.373 homo_lumo_gap_ev=11.160 spin_multiplicity=1 de_lowest_ev=0.1550 e_lumo_ev=0.94
C -1.640 -0.535 -1.136 0.00 -0.01 -0.08 -0.61
C -1.102 -0.294 0.275 0.00 -0.03 0.00 -0.23
C -2.169 0.371 1.144 -0.05 0.04 0.05 -0.60
C 0.187 0.537 0.265 0.00 0.04 0.03 -0.41
C 1.404 -0.208 -0.272 -0.08 0.29 -0.18 0.10
C 2.673 0.635 -0.190 0.04 0.01 0.01 -0.62
O 1.541 -1.396 0.504 0.16 -0.30 -0.16 -0.73
H -2.515 -1.194 -1.116 0.12 0.11 0.01 0.21
H -0.894 -1.001 -1.789 -0.11 0.06 0.10 0.20
H -1.946 0.413 -1.598 0.05 -0.12 0.05 0.20
H -0.849 -1.263 0.721 -0.06 0.12 -0.05 0.22
H -3.083 -0.233 1.178 0.13 0.09 -0.02 0.21
H -2.435 1.360 0.749 0.03 -0.12 0.04 0.20
H -1.817 0.504 2.173 -0.04 -0.01 -0.14 0.21
H 0.420 0.856 1.290 -0.02 -0.05 -0.09 0.21
H 0.046 1.453 -0.328 -0.01 -0.11 0.09 0.20
H 1.223 -0.475 -1.326 0.03 0.01 0.18 0.15
H 2.851 0.953 0.844 -0.06 -0.06 -0.16 0.21
H 2.596 1.527 -0.823 0.00 -0.14 0.11 0.21
H 3.545 0.056 -0.517 -0.14 0.09 0.02 0.21
H 1.963 -2.065 -0.047 0.00 0.09 0.21 0.47

---

42
Properties=species:S:1:pos:R:3:forces:R:3:nbo_charge:R:1 method="wB97M-V/def2-TZVPD" max_force_ev_per_a=0.261 homo_lumo_gap_ev="3.221 / 3.222" spin_multiplicity=1 de_lowest_ev=0.0000 e_lumo_ev="-3.84 / -3.83"
Au 1.318 1.098 -1.580 0.00 -0.04 0.02 0.66
I 6.647 0.300 4.053 0.01 0.00 0.01 0.11
C 5.448 0.338 2.345 0.00 -0.01 -0.04 -0.21
C 6.001 0.085 1.098 0.00 0.00 0.05 -0.24
C 5.189 0.123 -0.016 -0.03 0.00 -0.06 -0.25
I 6.034 -0.245 -1.888 -0.01 0.00 0.01 0.14
C 3.802 0.409 0.036 0.05 0.00 0.09 0.42
O 3.149 0.415 -1.090 -0.07 0.16 -0.08 -0.81
C 3.267 0.641 1.332 -0.04 -0.01 -0.05 -0.16
C 1.816 0.964 1.561 0.05 0.02 0.05 -0.23
N 0.918 -0.124 1.180 -0.03 0.03 -0.09 -0.63
C -0.469 0.151 1.447 -0.08 -0.05 0.03 -0.27
C -1.406 -0.524 0.480 0.15 0.08 -0.01 0.26
C -2.520 -1.187 0.804 0.02 0.02 0.05 -0.23
C -3.485 -1.554 -0.274 0.06 0.00 -0.02 -0.30
C -3.484 -0.655 -2.347 -0.15 -0.02 0.17 -0.37
C -2.434 0.234 -2.709 0.09 0.22 -0.11 0.28
N -1.061 -0.398 -0.903 -0.09 -0.04 0.18 -0.53
C 4.098 0.611 2.448 -0.03 -0.06 0.02 -0.21
H 7.054 -0.136 0.992 0.00 0.00 0.00 0.23
H 1.525 1.844 0.972 -0.02 -0.02 -0.03 0.20
H 1.693 1.236 2.619 0.01 0.04 -0.01 0.17
H 1.233 -1.017 1.531 -0.01 0.00 0.09 0.38
H -0.621 1.229 1.319 0.03 0.02 -0.01 0.22
H -0.810 -0.081 2.467 0.03 0.00 0.00 0.19
H -2.772 -1.377 1.839 0.00 -0.03 -0.01 0.24
H -4.220 -2.292 0.033 -0.01 0.00 -0.01 0.27
H -4.163 -0.949 -3.139 0.02 -0.02 -0.01 0.28
H -2.159 0.424 -3.745 -0.01 -0.04 0.00 0.26
H 3.663 0.804 3.421 0.01 0.00 0.00 0.21
Cl -5.911 -0.521 -1.158 -0.02 0.00 0.01 0.04
C -4.163 -0.329 -0.983 0.06 0.03 -0.07 0.00
C -3.775 1.030 -0.455 -0.06 0.01 0.10 -0.09
Cl -4.805 1.734 0.716 0.01 0.00 0.00 0.09
C -2.610 1.589 -0.794 0.04 -0.01 -0.04 -0.07
Cl -2.105 3.114 -0.252 -0.02 0.01 0.00 0.14
C -1.553 0.834 -1.682 -0.05 -0.21 -0.13 0.30
O -0.615 1.611 -2.171 0.15 -0.08 0.05 -0.80
C -1.287 -1.655 -1.565 -0.03 -0.06 -0.11 0.66
O -0.447 -2.327 -2.067 -0.05 0.08 0.10 -0.42
C -2.783 -1.955 -1.595 0.02 -0.02 -0.12 -0.04
Cl -3.199 -3.493 -2.280 -0.01 0.00 -0.01 0.09

---

140
Properties=species:S:1:pos:R:3:forces:R:3:lowdin_charge:R:1 method="wB97M-V/def2-TZVPD" max_force_ev_per_a=3.525 charge=-1 homo_lumo_gap_ev="6.552 / 7.653" spin_multiplicity=5 e_lumo_ev="1.82 / 1.82"
Cr -21.150 -6.658 10.258 0.35 -1.08 -0.43 0.73
P -23.218 -5.256 10.739 0.39 -1.77 1.00 0.17
O -24.363 -5.216 11.740 0.35 -0.03 -1.19 -0.32
O -23.125 -6.610 9.841 0.19 0.80 0.86 -0.42
O -21.811 -5.418 11.522 -0.82 0.89 -0.09 -0.44
O -23.113 -4.143 9.709 0.04 0.93 -0.14 -0.34
C -17.264 -4.368 13.680 -0.44 1.13 1.15 -0.07
C -17.772 -4.365 12.242 2.10 -0.46 0.36 -0.27
O -16.848 -5.149 11.485 -1.13 -1.89 0.48 -0.12
H -16.529 -3.555 13.739 -0.17 0.02 0.36 0.06
H -16.720 -5.239 14.024 -0.02 -0.62 -0.64 0.07
H -18.031 -4.227 14.483 0.33 0.30 -0.85 0.08
H -17.733 -3.369 11.815 -0.56 0.34 0.16 0.10
H -18.725 -4.804 12.133 -1.33 -0.18 -0.08 0.07
H -16.278 -4.589 10.980 0.74 1.25 -0.82 0.00
C -20.273 -1.153 10.294 -1.09 -0.80 -0.23 -0.08
C -21.478 -1.717 11.102 1.19 -0.10 -1.40 -0.34
O -22.564 -1.578 10.246 -1.30 0.01 -0.45 -0.11
H -19.358 -1.249 10.855 0.56 0.24 0.20 0.03
H -20.519 -0.107 10.025 0.42 -0.56 0.03 0.07
H -20.225 -1.806 9.386 0.15 0.75 0.55 0.08
H -21.667 -1.110 11.959 0.05 0.30 1.01 0.09
H -21.273 -2.765 11.381 -0.22 0.28 -0.01 0.09
H -22.952 -2.448 10.007 0.31 -0.05 0.37 0.03
C -26.716 -8.431 15.850 -0.12 -1.47 0.67 -0.16
O -25.616 -7.644 16.139 0.37 0.20 0.15 -0.21
C -25.878 -6.260 15.889 0.34 -1.05 0.62 -0.21
C -25.890 -5.888 14.421 -1.46 -1.50 0.50 -0.26
N -25.696 -4.485 14.318 0.02 1.92 -1.85 -0.06
C -26.956 -3.730 14.045 -0.10 -0.88 1.91 -0.19
C -27.269 -3.552 12.609 -0.58 -0.69 -2.04 -0.21
O -28.713 -3.455 12.546 -0.11 -0.08 -0.35 -0.22
C -29.196 -3.084 11.272 0.17 -0.50 -1.31 -0.14
H -27.644 -7.997 16.258 0.07 -0.05 -0.18 0.09
H -26.569 -9.434 16.346 -0.13 0.91 -0.55 0.10
H -26.797 -8.578 14.780 -0.37 -0.16 -0.36 0.08
H -25.044 -5.786 16.399 -0.16 0.56 -0.06 0.11
H -26.831 -6.081 16.390 -0.06 0.71 0.09 0.11
H -26.857 -6.290 13.958 1.00 0.61 0.25 0.13
H -25.085 -6.443 13.970 0.47 -0.02 -0.46 0.11
H -25.112 -4.367 13.468 -0.13 0.02 0.64 0.07
H -27.022 -2.742 14.547 0.40 -0.55 0.02 0.11
H -27.767 -4.367 14.497 0.46 0.78 -0.45 0.13
H -26.853 -4.425 11.999 -0.75 0.92 0.59 0.13
H -26.864 -2.636 12.138 0.15 -0.27 0.38 0.13
H -30.312 -2.963 11.234 1.02 0.02 0.65 0.08
H -28.990 -3.901 10.491 0.08 1.08 0.93 0.10
H -28.703 -2.127 10.954 -0.46 -0.71 0.00 0.09
C -21.872 -9.796 12.608 -0.56 -1.69 -3.04 -0.09
O -21.047 -8.740 12.212 -0.05 -0.27 0.14 -0.21
C -19.778 -8.808 12.771 -0.32 -0.02 0.99 -0.25
C -19.039 -7.555 12.349 0.26 -0.61 -0.56 -0.15
N -19.085 -7.259 10.883 0.03 0.58 1.06 -0.09
C -18.520 -8.350 10.108 -0.03 -1.29 -0.67 -0.14
C -19.660 -9.175 9.385 0.78 1.87 2.23 -0.16
O -20.484 -8.128 8.860 -0.64 -1.75 -0.76 -0.29
C -21.624 -8.773 8.225 -1.19 1.75 0.39 -0.04
H -21.404 -10.815 12.350 -0.31 1.18 0.10 0.11
H -22.757 -9.676 11.922 0.42 -0.31 1.21 0.11
H -22.105 -9.891 13.641 -0.32 0.67 1.08 0.07
H -19.274 -9.779 12.605 0.04 0.25 -0.84 0.12
H -19.886 -8.861 13.877 0.22 0.59 -0.23 0.13
H -18.009 -7.753 12.626 0.45 0.59 0.32 0.12
H -19.486 -6.706 12.841 0.07 0.26 0.37 0.11
H -18.527 -6.393 10.754 -0.16 -0.84 0.07 0.11
H -17.852 -8.999 10.752 -0.62 0.55 -0.85 0.14
H -17.954 -7.934 9.275 0.33 0.08 0.18 0.12
H -20.230 -9.777 10.107 0.03 0.07 -0.23 0.12
H -19.268 -9.781 8.597 0.28 -0.40 -0.58 0.12
H -22.378 -9.045 9.015 0.65 0.13 -0.90 0.11
H -21.325 -9.595 7.606 0.38 -0.63 -0.11 0.08
H -22.039 -7.996 7.554 -0.11 -0.46 0.53 0.10
C -21.328 -6.569 16.159 1.67 0.00 0.15 -0.11
O -21.301 -5.186 16.010 0.38 -0.05 0.29 -0.18
C -21.916 -4.865 14.809 -0.15 0.80 -2.20 -0.25
C -21.507 -3.442 14.428 0.22 0.35 1.18 -0.17
N -22.006 -2.406 15.378 0.32 -0.24 0.60 -0.05
C -23.469 -2.476 15.613 1.47 0.54 0.17 -0.20
C -23.913 -1.247 16.391 -0.52 -1.51 0.23 -0.23
O -23.401 -1.311 17.730 -0.11 1.06 -0.35 -0.19
C -23.458 0.030 18.183 0.63 0.19 0.71 -0.15
H -20.681 -7.045 15.361 -0.65 0.13 0.76 0.09
H -22.328 -6.918 16.107 -1.08 -0.72 -0.20 0.07
H -20.931 -6.757 17.155 0.13 -0.39 -0.01 0.09
H -23.016 -4.915 14.899 0.21 -0.18 -0.06 0.10
H -21.622 -5.540 13.944 -0.22 0.48 0.95 0.12
H -21.846 -3.209 13.422 -0.14 -0.04 -0.02 0.09
H -20.393 -3.367 14.447 -0.70 -0.11 -0.14 0.11
H -21.490 -2.447 16.283 -0.65 -0.21 -1.02 0.11
H -23.786 -3.380 16.138 -0.13 0.00 -0.02 0.10
H -23.876 -2.483 14.614 -0.65 0.02 -0.16 0.11
H -25.021 -1.235 16.474 0.41 0.26 -0.32 0.13
H -23.513 -0.344 15.948 -0.14 0.15 -0.54 0.10
H -22.984 0.095 19.197 -0.22 0.01 -1.00 0.09
H -24.483 0.409 18.270 -0.21 -0.24 0.07 0.08
H -22.985 0.697 17.418 0.13 -0.29 0.90 0.09
C -16.206 -5.469 6.986 0.51 -0.61 2.26 -0.13
O -16.107 -4.104 7.267 -0.40 1.01 0.41 -0.20
C -17.109 -3.603 8.195 0.40 -0.16 -0.58 -0.17
C -16.455 -2.609 9.144 -1.30 0.00 0.13 -0.20
N -15.524 -3.177 10.093 1.08 -1.40 -0.66 -0.08
C -15.004 -2.201 11.029 -0.56 1.28 -0.56 -0.21
C -14.047 -2.801 11.963 1.65 -2.50 0.16 -0.23
O -12.836 -3.220 11.288 -0.23 -0.05 0.07 -0.21
C -12.025 -4.101 12.070 -1.58 -0.12 0.66 -0.11
H -15.830 -5.667 6.008 0.35 -0.14 -0.66 0.07
H -17.237 -5.786 7.067 -0.34 -0.33 -0.17 0.07
H -15.600 -6.047 7.783 -0.79 0.47 -1.23 0.11
H -17.474 -4.417 8.823 -0.20 -0.21 -0.14 0.10
H -17.981 -3.171 7.612 1.02 -0.29 0.79 0.14
H -17.275 -2.227 9.760 -0.14 0.20 -0.14 0.11
H -16.070 -1.760 8.605 0.49 0.46 -0.42 0.12
H -14.753 -3.723 9.638 -0.82 1.05 0.40 0.16
H -15.816 -1.836 11.683 -0.05 -0.03 -0.45 0.13
H -14.607 -1.303 10.485 0.00 -0.54 0.51 0.14
H -14.487 -3.687 12.462 -0.15 -0.03 -0.55 0.11
H -13.762 -2.236 12.805 0.24 1.59 0.85 0.11
H -11.296 -4.552 11.404 0.30 0.32 0.06 0.07
H -12.708 -4.973 12.397 1.14 1.24 0.12 0.11
H -11.553 -3.525 12.940 -0.55 -1.07 -0.99 0.11
C -22.185 -4.871 6.767 1.55 0.22 -0.40 -0.25
C -20.759 -5.070 7.374 0.07 0.87 -0.88 -0.23
O -20.726 -4.758 8.764 -0.86 -0.33 0.31 -0.17
O -22.589 -3.545 6.973 -0.43 0.31 0.12 -0.07
H -22.760 -5.613 7.260 -1.33 -0.52 0.58 0.09
H -22.249 -5.049 5.658 0.46 0.01 0.97 0.13
H -20.115 -4.290 6.883 -0.15 -0.96 0.11 0.11
H -20.377 -6.119 7.212 -0.23 0.94 -0.01 0.11
H -21.660 -4.455 9.117 0.87 -0.09 -0.54 0.04
H -22.913 -3.419 7.887 0.08 -0.43 -0.29 0.07
C -26.914 -7.391 10.550 -0.54 0.94 -1.77 -0.24
C -26.311 -8.646 10.017 1.32 -1.34 0.24 -0.26
O -24.890 -8.699 10.228 -0.57 0.18 -0.16 -0.11
O -26.331 -6.235 9.888 0.33 -0.86 1.40 -0.11
H -26.803 -7.279 11.598 0.12 -0.07 1.19 0.09
H -27.989 -7.443 10.289 0.25 0.32 0.23 0.12
H -26.506 -8.715 8.946 -0.18 0.08 -0.22 0.11
H -26.704 -9.584 10.484 0.00 0.82 -0.16 0.12
H -24.515 -7.838 9.933 0.27 -0.21 0.23 0.03
H -25.565 -5.983 10.492 -0.94 0.17 -0.68 0.03

---

17
Properties=species:S:1:pos:R:3:forces:R:3:nbo_charge:R:1 method="wB97M-V/def2-TZVPD" max_force_ev_per_a=3.343 charge=+1 homo_lumo_gap_ev=9.893 spin_multiplicity=1 de_lowest_ev=3.6025 e_lumo_ev=-3.48
C -0.927 -0.503 -2.459 0.23 0.37 -1.71 -0.45
C -1.378 -0.939 0.005 0.20 0.62 -2.95 0.89
C 2.893 0.128 0.008 0.05 -0.24 -0.16 -0.36
C -2.218 -0.557 2.204 -0.77 0.78 1.15 -0.25
C 1.991 0.985 0.438 -0.22 0.17 0.18 -0.41
N -1.236 -0.746 -1.127 -0.39 -0.54 3.28 -0.27
O -1.523 -1.280 1.164 0.44 -0.99 0.72 -0.40
H -0.993 -1.439 -3.018 0.04 0.12 0.08 0.26
H -1.654 0.203 -2.863 0.08 -0.06 -0.01 0.26
H 0.075 -0.080 -2.542 -0.07 -0.07 0.04 0.26
H 3.791 -0.074 0.566 0.18 -0.02 0.14 0.21
H 2.784 -0.409 -0.922 -0.03 -0.04 -0.15 0.19
H -2.092 -1.161 3.101 0.05 0.04 -0.24 0.25
H -3.277 -0.471 1.957 0.18 -0.10 -0.15 0.22
H -1.772 0.427 2.348 0.09 -0.15 -0.17 0.22
H 2.124 1.524 1.363 0.01 0.08 0.13 0.21
H 1.092 1.213 -0.119 -0.07 0.03 -0.15 0.17

---

13
Properties=species:S:1:pos:R:3:forces:R:3:nbo_charge:R:1 method="wB97M-V/def2-TZVPD" max_force_ev_per_a=2.732 homo_lumo_gap_ev=10.238 spin_multiplicity=1 de_lowest_ev=1.1619 e_lumo_ev=0.53
O -0.506 0.259 2.491 0.53 -0.04 -0.75 -0.54
C -0.268 0.077 1.319 0.88 0.80 0.18 0.56
C 0.421 1.085 0.304 0.21 -0.14 0.54 -0.53
C 0.684 0.296 -0.997 0.12 0.01 0.10 -0.53
C -0.099 -1.003 -0.883 0.06 0.03 -0.14 0.59
O -0.184 -1.849 -1.740 0.06 0.27 0.51 -0.52
C -0.785 -1.012 0.451 -0.50 0.68 -0.14 -0.57
H 1.324 1.365 0.839 0.26 0.23 -0.22 0.24
H -0.138 2.018 0.108 -0.03 -0.57 0.42 0.24
H 1.737 0.016 -1.103 -0.07 0.07 0.01 0.25
H 0.398 0.800 -1.928 0.04 0.02 0.30 0.25
H -1.118 -1.992 0.839 -0.40 1.02 -0.14 0.27
H -1.466 -0.061 0.300 -1.17 -2.38 -0.66 0.29

---

52
Properties=species:S:1:pos:R:3:forces:R:3:nbo_charge:R:1 method="wB97M-V/def2-TZVPD" max_force_ev_per_a=1.460 homo_lumo_gap_ev=9.300 spin_multiplicity=1 de_lowest_ev=2.2833 e_lumo_ev=0.63
C -0.813 4.387 -0.264 0.01 -0.30 -0.06 -0.62
C -0.195 2.997 -0.131 0.08 0.24 -0.29 -0.04
C 1.309 3.065 0.211 -0.21 -0.27 -0.15 -0.47
C 1.593 3.824 1.458 0.06 -0.10 0.22 -0.18
C 2.041 5.102 1.584 -0.07 -0.21 -0.08 -0.26
C 2.189 5.519 2.928 -0.02 0.00 0.25 -0.25
C 1.848 4.551 3.813 -0.17 -0.27 0.02 -0.42
S 1.349 3.105 3.022 0.33 0.47 -0.20 0.41
N -0.904 2.229 0.871 0.14 0.21 0.08 -0.62
C -1.652 1.151 0.588 -0.10 0.16 0.61 0.70
O -1.857 0.751 -0.543 -0.17 -0.16 -0.41 -0.66
C -2.264 0.475 1.817 -0.14 -0.25 -0.30 -0.51
C -2.543 -1.000 1.529 0.17 0.06 0.03 -0.41
C -1.274 -1.848 1.669 -0.68 -0.13 0.30 -0.22
N -0.179 -1.291 0.928 0.79 0.03 -1.23 -0.20
N 0.732 -0.518 1.525 -0.33 -0.11 1.17 -0.08
N 1.535 -0.113 0.632 0.64 0.33 0.29 -0.08
N 1.201 -0.574 -0.564 -0.25 -0.36 -0.97 -0.29
C 0.125 -1.308 -0.396 -0.07 0.05 0.80 0.37
C -0.627 -2.028 -1.449 -0.02 -0.10 -0.28 -0.27
N 0.210 -3.032 -2.078 -0.07 0.02 0.07 -0.42
C 0.571 -4.101 -1.166 0.25 -0.22 -0.14 -0.26
C 1.529 -5.057 -1.877 0.00 0.12 0.39 -0.07
O 0.949 -5.591 -3.043 -0.08 -0.16 -0.02 -0.52
C 0.584 -4.555 -3.925 -0.26 0.24 -0.15 -0.07
C -0.402 -3.588 -3.270 0.19 -0.19 -0.14 -0.25
H -0.304 4.949 -1.042 0.07 0.15 -0.10 0.21
H -1.865 4.303 -0.527 -0.10 0.01 -0.03 0.22
H -0.727 4.934 0.673 0.00 0.08 0.07 0.21
H -0.313 2.448 -1.071 0.06 0.08 0.17 0.24
H 1.825 3.547 -0.621 0.03 0.01 0.00 0.22
H 1.685 2.042 0.307 0.02 0.24 -0.14 0.27
H 2.266 5.731 0.741 0.03 0.06 -0.22 0.22
H 2.535 6.496 3.215 0.06 0.15 0.09 0.22
H 1.859 4.587 4.884 0.04 0.07 0.22 0.23
H -0.741 2.487 1.834 -0.16 -0.14 -0.01 0.40
H -1.601 0.586 2.676 -0.03 0.08 0.06 0.22
H -3.202 0.990 2.031 0.04 0.03 0.03 0.24
H -3.292 -1.393 2.217 -0.01 -0.02 -0.02 0.22
H -2.928 -1.073 0.510 -0.05 -0.05 0.10 0.23
H -1.455 -2.872 1.329 0.10 0.09 0.08 0.22
H -0.951 -1.869 2.713 0.00 -0.08 -0.15 0.23
H -1.548 -2.462 -1.018 0.02 0.07 -0.08 0.18
H -0.915 -1.293 -2.204 -0.10 -0.05 0.10 0.25
H 1.073 -3.676 -0.295 0.00 -0.05 0.03 0.21
H -0.320 -4.664 -0.829 0.04 0.05 0.01 0.16
H 1.773 -5.907 -1.237 0.03 0.10 0.00 0.19
H 2.448 -4.510 -2.132 -0.04 -0.06 0.05 0.17
H 0.133 -5.037 -4.795 0.04 0.10 0.01 0.19
H 1.478 -3.996 -4.234 -0.07 -0.03 -0.02 0.17
H -0.631 -2.775 -3.961 -0.04 -0.02 -0.03 0.21
H -1.337 -4.128 -3.032 0.02 0.04 -0.04 0.16